No. 1
The following is a quantum chemistry calculation of a structure of composition C19H44Cr2N4O13, from the Open Molecules 2025 dataset.

Results
Lowest unoccupied orbital energy (alpha / beta) ... 2.03 / 1.88 eV
Calculated total energy ... -4036.1259 hartree
HOMO-LUMO gap (alpha / beta) ... 6.37 / 6.51 eV
Charge ... -1
Spin multiplicity ... 8

Atoms and positions in Å:
H -4.30841 0.73498 -2.50799
H 2.93755 1.69679 5.93622
C -1.17292 -2.97262 1.28897
H 5.31407 3.40503 -1.63999
H -0.13906 -1.86303 -1.84539
H 2.30365 2.82482 7.04815
H -7.72608 0.64351 2.05839
N 0.76838 -1.71247 -1.42828
H 3.75753 0.24092 -4.84674
H 3.69932 0.62241 -1.00680
N 0.90903 0.88739 4.69283
C 1.16570 -4.09158 -1.75403
H -2.19335 3.38893 3.23392
C 3.51926 2.36663 -1.91989
H 3.03339 3.26728 -1.54458
H -0.61073 -4.39194 -4.76047
H -4.05048 1.02075 0.03668
C 2.53108 1.73160 -3.00475
C 3.39452 -1.56509 1.75069
C -7.51517 0.50075 0.99856
H -0.16254 -3.16301 -5.80302
H 5.63609 1.76797 -2.15918
O 2.71140 0.28590 -3.02614
O -0.36076 -2.61898 -3.71981
O 0.79359 0.53849 0.16625
N -3.81011 -1.00660 0.29209
C -4.32167 0.10552 -0.48954
H -4.48659 -1.18067 1.02160
C -0.14822 1.01498 0.83268
H 2.60563 2.28606 -3.94023
C 4.96178 2.61264 -2.30037
C 1.00719 3.32972 4.47911
H -1.77214 -3.14488 -5.18861
H 5.07594 2.99250 -3.31564
H 4.76563 0.23942 -3.49452
H -3.83819 -1.83308 -0.28779
H 1.26350 -1.51017 -4.02026
H 3.77819 -1.24612 -3.93795
C 2.01577 1.95516 6.45745
O 2.95594 -1.86427 0.62844
H 1.67106 1.21486 7.17941
H -6.29961 0.72532 -1.00975
H 1.54171 -4.71291 -2.56684
H 0.08733 -4.23317 -1.82589
H -0.06547 2.02705 5.88562
Cr -2.25487 -0.46136 1.73593
C 1.58080 -2.69509 -2.16155
H 2.63488 -2.42138 -2.20722
H -1.71508 2.26338 4.35074
O -1.84799 -2.56136 2.22553
Cr 0.98633 -1.39783 0.76638
H 1.02476 4.24194 5.07548
H -1.48873 3.92116 4.77763
H -6.10504 -0.97566 -1.06463
H 0.32675 1.07721 3.88970
O -1.29477 0.84090 0.41597
H 2.59335 1.59091 -0.44258
H 1.53926 2.04286 -2.67687
C -5.87287 -0.10645 -0.44926
O -1.27397 -2.03238 0.52784
O 4.58026 -1.47021 2.11321
O 0.06664 -2.95239 1.55714
N 3.58064 1.56112 -0.65347
H 1.48341 -3.21765 -4.27081
H 1.01495 -0.94494 -2.03671
O 2.38869 -1.12764 2.27945
O -0.06507 3.25385 3.49018
H -3.48483 -0.76504 -2.36886
H -2.67934 0.73703 -1.78589
H -7.47565 1.45739 0.47762
O -6.33547 -0.13340 0.90161
C -3.61940 0.19062 -1.86221
C -0.73803 -3.31721 -4.89025
C 0.92077 2.09751 5.42685
C -1.38696 3.22160 3.94795
C 1.03846 -2.48794 -3.59432
H 1.77773 0.64091 4.24039
C 3.81098 -0.16148 -3.83515
H -8.22747 -0.19002 0.54738
O -0.17953 0.19656 1.76494
H 1.96491 3.29206 3.96002
H 1.50888 -4.52467 -0.81448

***

No. 2
The following is a quantum chemistry calculation of a structure of composition C37H67N8O3RbS2SeSi, from the Open Molecules 2025 dataset.

Results
Energy relative to the best compared isomer or geometry (same formula, charge and spin) ... 5.1 kJ/mol
Lowest unoccupied orbital energy ... -0.14 eV
Calculated total energy ... -5625.5134 hartree
HOMO-LUMO gap ... 7.45 eV

Atoms and positions in Å:
N 4.50510 -0.83841 -1.28215
H 0.73231 -1.72215 4.89837
H -2.46007 2.78703 5.16674
C -4.05580 -3.42204 -2.49800
C -2.28857 -4.79440 -3.44661
C -3.62892 -2.27991 3.41534
H 4.33564 1.88092 -2.53118
C 0.93308 -1.19484 2.82424
H 1.28618 5.35828 -3.08181
H -5.01735 -3.37046 -2.00437
H -3.11329 2.48045 1.47775
C -1.62504 5.01084 -0.56866
C -2.36426 1.77371 4.77182
C 3.20054 2.85036 0.45545
C -1.60023 -3.62023 -3.70228
H -0.79796 3.52048 3.36757
H -1.87335 -5.76379 -3.69052
C -3.40270 -2.21085 1.90853
H -4.17814 -1.16217 0.18619
H 2.73220 -0.28259 2.06934
C 1.61526 -3.93811 -1.81193
H 3.92923 -1.25916 0.69272
Rb 1.40623 0.13725 -1.33759
N -0.76755 -8.00140 -0.83861
C -2.13914 -2.37510 -3.39207
H 2.22248 6.28537 -1.11205
C 5.48564 0.16450 -0.88772
C -0.08947 -2.02640 -4.23749
H -0.81788 -2.38184 -0.30546
H 5.87286 0.63352 -1.79282
H -2.95001 -3.00947 3.86201
H 5.84397 -2.12514 -2.33294
N 3.75656 1.91786 -0.51075
O 0.23213 -0.52605 1.77238
H 2.28608 3.29377 0.05376
H 3.90138 3.66503 0.70490
H -0.08779 -0.21084 4.46601
C 4.06033 2.59930 -1.75948
C -2.10885 1.80042 3.26860
O -2.04780 0.44015 2.85656
H -0.40548 7.79615 -1.58067
H -1.63282 -4.70576 -0.01119
C 0.14227 -1.22161 4.12784
H -2.40833 0.16874 -4.36329
N -1.20433 -1.41842 -3.77263
H 1.03116 8.41904 -0.75752
C -4.38131 -1.24070 1.25489
H 0.72989 5.97701 -0.25876
H 3.46557 -2.47437 -0.48942
C 0.68134 7.72912 -1.52628
H -2.60898 4.61545 -0.83492
H -4.09285 -5.56581 -2.60580
N 0.89865 -2.92896 -1.31593
C -3.37219 -2.24703 -2.77362
H -3.46360 -3.54300 0.21357
H -4.65397 -2.59007 3.62977
H -1.83994 4.53041 1.52181
H -0.65528 5.79511 1.21584
H -2.84762 -4.28768 1.71280
N 0.73693 5.35314 -2.23580
H -1.54302 1.27432 5.28855
H -3.28491 1.22810 4.98379
S 0.49111 2.86409 -3.05922
H 1.85596 -6.05206 -2.12468
H -2.38289 6.15143 1.08733
H 4.13062 -2.21259 -2.81504
H -0.58943 2.53217 1.90308
H 6.35257 -0.29888 -0.38626
N -0.62974 3.99651 -0.93369
C 4.25626 -1.78077 -0.20448
H -4.19274 1.91269 2.75781
H 4.88370 3.32497 -1.64411
H 3.17154 3.12126 -2.11420
H -0.65896 0.48817 -4.35474
H 0.28881 -3.15212 2.20801
H -4.58051 -3.98176 1.51367
C 4.92053 1.23601 0.03589
H 2.89374 -0.91874 3.71935
C -1.47495 0.00941 -3.82234
H -1.46217 5.88280 -1.19934
C 1.13288 6.31316 -1.20907
C -1.61941 5.39427 0.90056
H -3.44675 -1.30843 3.87063
C -0.78512 2.50048 2.97737
H -1.55550 0.41978 -2.81845
C 1.22803 -2.62019 2.36924
Se 1.50755 -1.26188 -4.71904
H -0.91322 3.02835 -0.78478
H 4.63317 0.79603 0.99421
H -3.75747 -1.27732 -2.48778
H 5.09473 -0.82488 -3.28998
C 0.05336 -5.55400 -1.04359
H 1.08537 8.05988 -2.48408
H 0.35530 -4.02870 -4.49864
S -1.62281 0.59711 -0.29326
C 0.18330 4.13593 -2.00843
C 2.22272 -0.40839 3.02563
H 2.52390 -3.66814 -2.33824
C -0.40331 -6.91598 -0.92957
H 2.94411 2.32560 1.37779
C -3.27757 2.47309 2.55651
C 4.92206 -1.53975 -2.48499
H -3.42128 3.49391 2.91916
O -2.04209 -1.83485 1.65291
H -5.40389 -1.59575 1.40171
C -0.70248 -4.51698 -0.52400
H 5.73342 1.95277 0.25323
C -3.58288 -3.59456 1.29789
Si -1.39829 -0.30497 1.53015
H 0.03220 1.95966 3.45971
N -0.34638 -3.35931 -4.23548
H 5.15692 -2.36435 0.05047
H 1.78563 -2.61122 1.43067
H -0.79632 -1.76093 4.00086
C 1.24346 -5.26530 -1.70666
C -3.52750 -4.67226 -2.83517
H 2.00049 0.58485 3.42149
H 1.81208 -3.15627 3.12052
C -0.24153 -3.21721 -0.69061
H -4.29452 -0.24291 1.68726

***

No. 3
The following is a quantum chemistry calculation of a cluster of 2 separate species, C8H19NO4P in total, from the Open Molecules 2025 dataset.

Results
Energy relative to the best compared isomer or geometry (same formula, charge and spin) ... 41.4 kJ/mol
Lowest unoccupied orbital energy ... 2.69 eV
Calculated total energy ... -1013.2526 hartree
HOMO-LUMO gap ... 5.99 eV
Charge ... -1

Atoms and positions in Å:
H -0.53600 1.76124 -0.15363
H 1.95496 0.24997 1.90917
H -3.05463 -1.38032 0.27320
H -3.20192 -2.32378 1.90323
H -0.92337 -1.83288 1.63445
C -1.18514 -0.74081 -0.92376
N 0.97216 0.61395 0.07365
H -3.49030 -3.21236 0.42200
H -0.00641 -0.64834 -2.72212
C 1.30512 0.98980 1.36831
H 2.95616 2.42510 1.29691
C 2.00668 2.37371 1.70471
H 0.36081 1.10708 1.90851
C -1.05270 -0.52343 -2.43199
C -1.44549 -2.47231 0.85236
C -3.00862 -2.28693 0.86519
O -0.99343 -2.02596 -0.46316
H -1.18424 -3.52391 0.78702
H 2.83799 -0.43642 0.04173
H 1.79539 -0.57037 -1.37385
O -1.51155 1.94958 -0.21518
C 2.02829 0.10587 -0.59777
H -1.60830 0.36041 -2.52899
O -3.59133 0.49429 -0.45582
H 1.19774 3.08688 1.52863
H 3.71690 1.60168 -0.65197
H 2.08898 2.36356 2.84745
H 3.64117 0.28097 -1.93970
P -2.20353 0.47918 0.09622
C 3.11153 1.10521 -1.43102
H 2.61326 1.75043 -2.14876
O -1.97946 0.14575 1.51312
H -1.61071 -1.26685 -2.98813

***

No. 4
The following is a quantum chemistry calculation of a cluster of 3 separate species, C3H13NO3 in total, from the Open Molecules 2025 dataset.

Results
Energy relative to the best compared isomer or geometry (same formula, charge and spin) ... 103.6 kJ/mol
Lowest unoccupied orbital energy ... 0.61 eV
Calculated total energy ... -402.5410 hartree
HOMO-LUMO gap ... 9.87 eV

Atoms and positions in Å:
C 1.29925 -0.43944 -1.26530
H 0.37016 3.84197 -2.36368
H 1.12809 -1.90594 -2.74213
H 0.54380 -0.53812 -3.16479
H -0.76062 -0.07044 -1.08726
O 1.13710 3.30821 -2.26087
C 0.04272 -0.08593 0.94381
H -2.52301 -2.15359 4.63420
H 0.88947 -0.37547 1.56160
H 1.56514 0.61618 -1.30679
H -1.71792 0.00075 1.89477
N 1.33425 -0.91807 -2.63760
H 2.12413 -0.93947 -0.75954
O -1.08735 -0.66831 1.64983
H -0.31542 -1.62137 -0.36038
H 0.01638 1.00514 1.05609
H 1.86772 3.79135 -1.90667
C -0.00490 -0.58131 -0.48613
H -2.71044 -0.78997 4.07593
O -3.19855 -1.47617 4.52490

***

Listing maximum force for the structures above in their given order: 0.2841, 0.0055, 0.0815, 0.0355 Eh/bohr.